(1)
The following is a DFT calculation (ωB97M-V/def2-TZVPD) of a molecular structure, C7H15N2Ni in a non-equilibrium geometry.

Values from the calculation:
ΔE to the lowest compared entry with this formula, charge and spin = 0.0 kcal per mole
Charge = -1
Orbital gap (alpha / beta) = 3.32 / 6.59 eV
E_HOMO (alpha / beta) = 0.381 / -3.038 eV
Total energy = -51523.30248 eV
E_LUMO (alpha / beta) = 3.71 / 3.56 eV
Spin multiplicity = 3

Element x y z (Å)
C (2.95, 0.77, -0.60)
Ni (-0.53, -0.39, -1.27)
N (-0.88, -2.29, -0.97)
N (0.56, -0.54, -3.02)
H (-1.84, -2.13, -0.64)
H (3.37, -0.21, -0.38)
H (3.01, 1.43, 0.30)
H (1.87, 0.57, -0.86)
H (3.52, 1.34, -1.37)
H (-0.16, -0.33, -3.72)
H (1.01, -1.42, -3.30)
H (1.29, 0.18, -3.08)
H (-1.01, -2.96, -1.73)
H (-0.49, -2.85, -0.22)
C (-1.56, 1.25, 2.90)
C (-0.77, 0.10, 2.92)
C (-0.26, -0.45, 1.72)
C (-0.65, 0.15, 0.53)
C (-1.37, 1.33, 0.47)
C (-1.87, 1.87, 1.67)
H (-2.01, 1.62, 3.82)
H (-0.53, -0.37, 3.88)
H (0.42, -1.29, 1.74)
H (-1.56, 1.85, -0.48)
H (-2.49, 2.77, 1.67)

***

(2)
The following is a DFT calculation (ωB97M-V/def2-TZVPD) of 13 unconnected molecules or ions with the total composition C49H63N12O in a non-equilibrium geometry.

Values from the calculation:
ΔE to the lowest compared entry with this formula, charge and spin = 124.9 kcal per mole
Charge = -1
Orbital gap = 8.29 eV
E_HOMO = -5.742 eV
Total energy = -71748.38026 eV
E_LUMO = 2.55 eV

Element x y z (Å)
C (55.75, 0.43, 6.11)
O (54.63, 0.88, 5.38)
H (55.70, -0.64, 5.99)
H (55.67, 0.63, 7.12)
H (56.60, 0.81, 5.75)
N (57.85, 4.17, 6.42)
C (58.21, 4.81, 7.49)
C (59.34, 4.14, 7.85)
C (59.69, 3.07, 6.88)
C (58.58, 3.06, 6.11)
H (57.04, 4.47, 5.98)
H (57.70, 5.68, 7.98)
H (59.97, 4.51, 8.59)
H (60.53, 2.29, 6.79)
H (58.29, 2.39, 5.22)
N (52.46, 1.04, 6.83)
C (51.70, 2.15, 6.71)
C (50.54, 1.92, 7.35)
C (50.65, 0.63, 8.00)
C (51.89, 0.18, 7.61)
H (53.34, 1.07, 6.33)
H (51.85, 2.91, 6.00)
H (49.60, 2.57, 7.22)
H (49.88, 0.18, 8.55)
H (52.21, -0.93, 7.98)
N (57.74, -0.30, 10.16)
C (58.18, 0.86, 9.59)
C (59.53, 1.04, 9.94)
C (59.93, -0.27, 10.70)
C (58.77, -0.95, 10.78)
H (56.85, -0.56, 10.57)
H (57.47, 1.68, 8.98)
H (60.11, 1.86, 9.66)
H (61.08, -0.45, 10.98)
H (58.44, -1.75, 11.41)
N (59.34, -4.01, 5.90)
C (59.69, -5.26, 5.57)
C (58.73, -5.75, 4.99)
C (57.66, -4.67, 4.67)
C (58.23, -3.54, 5.28)
H (59.91, -3.39, 6.45)
H (60.65, -5.81, 5.88)
H (58.72, -6.80, 4.70)
H (56.65, -4.63, 3.94)
H (57.87, -2.48, 5.32)
N (53.19, 2.55, 9.52)
C (52.88, 2.74, 10.77)
C (54.03, 3.25, 11.34)
C (55.11, 3.30, 10.41)
C (54.56, 2.74, 9.20)
H (52.57, 2.07, 8.75)
H (52.05, 2.37, 11.23)
H (53.88, 3.62, 12.44)
H (56.03, 3.59, 10.68)
H (55.14, 2.65, 8.31)
N (55.25, 3.46, 4.84)
C (55.96, 3.88, 3.82)
C (55.90, 5.35, 3.81)
C (54.91, 5.67, 4.98)
C (54.52, 4.46, 5.52)
H (55.03, 2.46, 5.08)
H (56.65, 3.13, 3.27)
H (56.52, 5.95, 3.25)
H (54.86, 6.73, 5.51)
H (53.93, 4.09, 6.43)
N (52.48, -2.88, 6.29)
C (51.33, -3.37, 6.82)
C (51.68, -4.23, 7.97)
C (53.26, -3.92, 8.17)
C (53.58, -3.26, 7.01)
H (52.56, -2.33, 5.47)
H (50.22, -3.21, 6.54)
H (51.22, -4.85, 8.57)
H (53.68, -4.44, 8.85)
H (54.56, -2.90, 6.80)
N (53.24, -0.99, 4.20)
C (53.68, -1.91, 3.31)
C (52.56, -2.45, 2.78)
C (51.42, -1.96, 3.48)
C (51.82, -0.93, 4.26)
H (53.93, -0.50, 4.55)
H (54.87, -2.15, 3.11)
H (52.54, -3.37, 2.17)
H (50.37, -2.15, 3.49)
H (51.26, -0.27, 4.79)
N (59.93, -0.73, 8.01)
C (59.47, -0.42, 6.75)
C (60.40, -0.68, 5.80)
C (61.55, -1.40, 6.56)
C (61.19, -1.31, 7.91)
H (59.39, -0.58, 8.90)
H (58.39, -0.08, 6.68)
H (60.41, -0.35, 4.72)
H (62.40, -2.00, 6.35)
H (61.70, -1.62, 8.92)
N (54.55, -0.03, 10.46)
C (54.87, -0.14, 11.74)
C (55.26, -1.37, 12.05)
C (55.31, -1.99, 10.82)
C (54.71, -1.35, 9.88)
H (54.16, 0.78, 10.08)
H (54.93, 0.76, 12.33)
H (55.55, -1.62, 13.04)
H (55.47, -3.07, 10.48)
H (54.61, -1.43, 8.87)
N (52.68, 3.82, 3.29)
C (52.03, 4.87, 2.89)
C (50.75, 4.41, 2.33)
C (50.81, 2.93, 2.48)
C (51.97, 2.62, 3.02)
H (53.64, 3.90, 3.75)
H (52.26, 5.89, 3.30)
H (49.82, 4.93, 2.35)
H (50.05, 2.22, 2.22)
H (52.44, 1.68, 3.51)
N (56.30, 0.40, 3.22)
C (57.58, -0.04, 3.30)
C (58.01, -0.35, 2.00)
C (56.69, -0.08, 1.11)
C (55.71, 0.33, 1.96)
H (55.78, 0.54, 4.03)
H (58.14, -0.06, 4.13)
H (58.88, -0.96, 1.55)
H (56.81, -0.17, -0.01)
H (54.60, 0.75, 1.79)

***

(3)
The following is a DFT calculation (ωB97M-V/def2-TZVPD) of a molecular structure, C37H47AsCeN5O7SeSi in a non-equilibrium geometry.

Values from the calculation:
ΔE to the lowest compared entry with this formula, charge and spin = 0.0 kcal per mole
Charge = +1
Orbital gap = 4.66 eV
E_HOMO = -10.015 eV
Total energy = -207894.71057 eV
E_LUMO = -5.36 eV

Element x y z (Å)
Ce (8.83, 10.81, 12.28)
C (8.82, 12.84, 14.87)
N (8.01, 12.83, 13.64)
C (8.20, 14.00, 12.78)
C (6.56, 12.50, 13.88)
C (5.87, 12.06, 12.56)
N (6.37, 10.72, 12.07)
C (5.55, 9.65, 12.72)
C (6.14, 10.62, 10.60)
H (8.34, 13.37, 15.70)
H (9.79, 13.28, 14.60)
H (9.09, 11.86, 15.17)
H (7.72, 14.86, 13.31)
H (7.67, 13.89, 11.78)
H (9.30, 14.08, 12.70)
H (6.07, 13.39, 14.27)
H (6.55, 11.74, 14.65)
H (6.09, 12.71, 11.76)
H (4.77, 12.11, 12.60)
H (4.57, 10.07, 13.01)
H (6.01, 9.27, 13.61)
H (5.36, 8.89, 12.00)
H (5.04, 10.46, 10.44)
H (6.72, 9.78, 10.22)
H (6.42, 11.60, 10.14)
O (12.26, 10.65, 11.17)
C (11.41, 11.56, 11.13)
O (10.72, 11.90, 12.22)
C (10.94, 12.26, 9.86)
C (12.01, 12.68, 9.03)
C (11.81, 13.61, 8.05)
C (10.51, 14.11, 7.85)
C (9.51, 13.75, 8.72)
C (9.66, 12.72, 9.71)
O (8.68, 12.03, 10.32)
N (8.17, 14.23, 8.50)
O (7.29, 13.91, 9.28)
O (7.94, 14.96, 7.50)
N (12.87, 14.12, 7.24)
O (14.02, 13.66, 7.36)
O (12.57, 15.13, 6.51)
H (12.91, 12.21, 9.29)
H (10.25, 14.78, 7.02)
C (8.55, 6.74, 8.18)
Si (9.56, 7.76, 9.42)
C (11.28, 6.98, 9.85)
C (9.73, 9.34, 8.43)
Se (8.70, 7.92, 11.56)
H (9.22, 6.33, 7.37)
H (7.74, 7.24, 7.62)
H (8.19, 5.80, 8.61)
H (11.85, 6.69, 8.90)
H (11.20, 6.08, 10.51)
H (11.90, 7.78, 10.33)
H (9.83, 9.08, 7.36)
H (10.67, 9.80, 8.80)
H (8.82, 9.90, 8.65)
C (7.61, 8.16, 17.49)
C (9.01, 8.43, 16.96)
C (8.98, 9.05, 15.64)
N (8.77, 9.47, 14.59)
H (7.11, 9.09, 17.78)
H (7.56, 7.55, 18.39)
H (7.00, 7.67, 16.73)
H (9.69, 7.53, 16.88)
H (9.49, 9.19, 17.60)
C (15.87, 13.15, 14.99)
C (16.52, 12.00, 15.32)
C (15.85, 10.79, 15.24)
C (14.66, 10.69, 14.55)
C (14.03, 11.85, 14.14)
C (14.66, 13.07, 14.33)
As (13.93, 8.98, 13.87)
C (14.28, 7.95, 15.50)
C (14.34, 8.51, 16.76)
C (14.98, 7.82, 17.82)
C (15.17, 6.44, 17.70)
C (14.97, 5.80, 16.47)
C (14.62, 6.57, 15.35)
C (15.48, 8.33, 12.81)
C (15.01, 7.46, 11.87)
C (15.93, 6.63, 11.19)
C (17.27, 6.70, 11.56)
C (17.77, 7.72, 12.35)
C (16.84, 8.53, 13.00)
H (16.33, 14.12, 15.07)
H (17.50, 11.99, 15.77)
H (16.36, 9.87, 15.58)
H (13.06, 11.83, 13.68)
H (14.20, 13.99, 13.88)
H (13.95, 9.50, 16.91)
H (15.20, 8.29, 18.76)
H (15.49, 5.85, 18.58)
H (15.09, 4.75, 16.42)
H (14.42, 6.09, 14.39)
H (13.95, 7.56, 11.53)
H (15.54, 6.01, 10.36)
H (17.91, 5.96, 11.01)
H (18.83, 7.93, 12.59)
H (17.19, 9.30, 13.67)

***

(4)
The following is a DFT calculation (ωB97M-V/def2-TZVPD) of C19H21FN2O2 in the gas phase in a non-equilibrium geometry.

Values from the calculation:
ΔE to the lowest compared entry with this formula, charge and spin = 46.7 kcal per mole
Charge = 0
Orbital gap = 9.12 eV
E_HOMO = -8.416 eV
Total energy = -29836.25738 eV
E_LUMO = 0.71 eV

Element x y z (Å)
O (5.76, 1.94, 1.32)
F (-4.06, -4.23, 2.51)
O (-2.05, -1.81, -2.57)
C (4.78, 1.95, 0.60)
C (-4.63, -1.08, 0.79)
C (-4.61, -2.09, 1.76)
C (-0.38, -2.03, -0.84)
C (-4.02, -1.36, -0.44)
C (-3.39, -3.56, 0.30)
C (0.56, -1.38, -0.01)
C (-0.89, 0.10, -1.89)
C (-3.98, -3.30, 1.56)
C (-1.12, -1.27, -1.74)
C (-3.45, -2.61, -0.75)
C (0.83, -0.02, -0.13)
C (0.07, 0.73, -1.09)
N (4.97, 1.24, -0.57)
N (2.32, 2.00, 0.16)
C (-2.80, -2.91, -2.09)
C (1.90, 0.68, 0.70)
C (0.33, 2.19, -1.31)
C (1.20, 2.89, -0.24)
C (3.19, 2.84, 2.37)
C (3.43, 2.66, 0.87)
H (-5.12, -0.15, 1.00)
H (-5.06, -1.94, 2.72)
H (-0.44, -3.12, -0.77)
H (-4.00, -0.62, -1.25)
H (-2.90, -4.54, 0.11)
H (1.11, -1.98, 0.72)
H (-1.44, 0.67, -2.59)
H (4.21, 1.25, -1.24)
H (5.86, 0.85, -0.79)
H (-3.53, -3.16, -2.86)
H (-2.14, -3.78, -1.96)
H (1.52, 0.82, 1.76)
H (2.78, 0.03, 0.72)
H (-0.61, 2.77, -1.37)
H (0.85, 2.25, -2.27)
H (1.55, 3.88, -0.62)
H (0.61, 3.03, 0.68)
H (3.93, 3.44, 2.85)
H (2.16, 3.24, 2.62)
H (3.21, 1.84, 2.81)
H (3.48, 3.68, 0.44)